7
Properties=species:S:1:pos:R:3:forces:R:3 method="wB97M-V/def2-TZVPD" gap_ev="7.90 / 7.90" relative_energy_kj_mol=392.80 e_homo_ev="-9.9 / -9.9" total_energy_ha=-511.37846 charge=0
P 0.6947 -1.7738 0.8967 0.105 0.235 -0.675
H -1.0083 0.0797 1.9603 1.227 0.060 -1.287
C -0.0569 -0.6085 0.0595 0.170 -0.831 -3.141
C -0.0224 0.3273 -2.1210 -0.265 -1.734 3.739
C -0.1348 0.0926 1.2225 -1.397 2.235 1.315
H 0.4283 1.0404 1.1192 0.056 -0.464 1.061
N 0.0994 0.8423 -3.1372 0.104 0.499 -1.013